#a
59
Properties=species:S:1:pos:R:3:mulliken_charge:R:1 method="wB97M-V/def2-TZVPD" homo_lumo_gap_ev=10.0 homo_ev=-9.42 e_lumo_ha=0.0210 multiplicity=1
O 3.18493 1.13954 0.63658 -0.30
O 3.39784 0.11760 -1.57222 -0.63
C 3.66979 -0.05741 2.67031 -1.38
C -0.12576 -4.87489 -1.63796 -1.28
C -2.35832 -1.93915 1.75177 0.22
C -3.62208 -1.68522 1.33377 -0.44
C -1.26889 -3.64583 0.06161 -0.05
C 3.04586 -0.16752 0.99209 -0.25
C -3.62084 -0.71925 0.19414 0.35
C -3.28330 1.44070 -0.96502 -0.74
C -1.62883 -3.37126 1.51496 -1.15
C 3.13618 2.76199 -1.21955 -0.55
C 1.52495 -0.72855 1.01138 -1.91
C 1.92875 2.92474 -1.75993 -0.66
C -3.33211 0.54924 0.26908 -0.19
C -1.43635 3.10494 -0.08654 -1.20
C -0.44851 3.04940 -1.34285 -1.77
C -3.11136 2.91796 -0.58787 -1.00
C 0.69166 3.20065 -0.82699 0.54
C -0.55932 -4.84722 -0.23265 -0.33
C 3.27902 1.30124 -0.73271 0.44
H 0.52055 -5.71080 -1.88347 0.41
H -2.24116 -3.43095 -0.44105 0.32
H -2.15639 -1.93439 3.04513 0.11
H -1.00073 -5.66931 0.26934 0.42
H -3.57041 3.26630 0.28440 0.51
H -2.22011 -4.22890 1.77911 0.46
H 1.33200 -0.81478 -0.03902 0.30
H -0.70954 -2.79729 -0.30781 0.01
H 1.95670 4.02425 -2.25934 0.26
H 0.91886 4.14256 -0.18986 0.24
H -0.61974 3.69875 -1.90266 0.81
H 2.98369 0.52478 3.15709 0.45
H 3.58721 3.22444 -0.45544 0.50
H -1.37440 2.46708 0.53045 0.87
H 0.97929 2.24446 0.03849 -0.17
H 1.58454 2.19865 -2.63581 0.21
H -1.55237 4.25122 0.54313 0.17
H 3.55304 -1.04192 3.15479 0.33
H -0.63606 -3.52417 2.07837 0.40
H 1.33772 -1.53246 1.39758 1.52
H 3.60111 -0.84383 0.56758 0.73
H -0.75438 2.18256 -1.76598 0.61
H -1.49785 -1.30962 1.53735 -0.52
H 4.66095 0.09101 2.32734 0.45
H -3.20521 3.48145 -1.46353 0.41
H 0.57345 -4.09632 -1.99949 0.29
H 4.01995 2.79389 -2.17910 0.30
H -4.71832 -1.06048 -0.44309 0.06
H 0.95900 0.12399 1.66256 0.09
H -4.39296 -1.30938 2.08452 0.32
H 0.34507 -4.77550 0.46563 0.23
H -4.21338 1.06161 1.06181 0.15
H -4.22899 -2.74518 1.08406 0.23
H -4.41626 1.38964 -1.20182 0.29
H -2.43639 1.13603 -1.33629 0.41
H -2.37235 0.77358 0.93030 -0.09
H -2.71163 -1.22124 -0.71632 -0.07
H -1.02205 -4.81216 -2.41519 0.25

#b
59
Properties=species:S:1:pos:R:3:mulliken_charge:R:1 method="wB97M-V/def2-TZVPD" homo_lumo_gap_ev=11.2 homo_ev=-10.28 smiles="CCCCCCCCCCCCCCCC(=O)OC(C)C" e_lumo_ha=0.0330 multiplicity=1
O -3.16420 -3.28191 0.01660 -0.62
O -1.13342 -2.34731 -0.17785 -0.17
C 0.72830 1.55304 -1.44098 -0.90
C -4.18531 -0.60886 0.49560 -0.55
C -0.61591 -3.52128 -0.82902 0.50
C 5.01231 0.61679 -0.28365 -0.92
C 1.09065 0.64423 -0.26699 0.47
C -3.74140 1.83848 1.15765 -0.43
C -2.77801 -1.06098 0.88463 0.75
C 5.40093 0.04842 2.17222 -1.16
C -4.65788 0.61872 1.27623 -1.09
C -0.74728 1.95508 -1.45432 -0.38
C -3.63486 2.38097 -0.26661 -0.28
C 5.41987 -0.45163 0.73255 -0.37
C -2.41380 -2.35979 0.20179 -0.02
C 2.51422 0.09037 -0.35194 -0.61
C 0.56359 -3.07635 -1.68085 -1.20
C -0.21494 -4.55615 0.21631 -1.41
C -2.54741 3.44633 -0.41990 -1.20
C 3.58787 1.15353 -0.12942 -0.59
C -1.11760 2.90835 -0.31864 -0.20
H 2.66431 -0.37175 -1.33113 0.36
H 0.53446 -4.13894 0.88537 0.28
H -4.59688 2.81553 -0.54914 0.36
H 0.98172 1.19085 0.67183 0.30
H 5.70789 1.45607 -0.20064 0.39
H 1.35113 -2.68062 -1.04521 0.11
H -4.87385 -1.43540 0.68121 0.40
H -0.43114 3.75879 -0.34225 0.40
H 2.62212 -0.68887 0.40528 0.28
H 0.25492 -2.29979 -2.37581 0.33
H -4.74168 0.35177 2.33266 0.39
H 0.19414 -5.43513 -0.27340 0.41
H -4.12960 2.62818 1.80607 0.42
H -1.35440 1.04970 -1.39916 0.05
H -2.73525 -1.23470 1.96333 0.21
H -2.02568 -0.31767 0.62523 -0.50
H -4.21213 -0.40433 -0.57584 0.34
H 4.38857 0.27996 2.49272 0.28
H 0.94999 -3.92129 -2.24335 0.50
H 5.80091 -0.71091 2.84075 0.38
H -1.08445 -4.85220 0.79812 0.39
H -1.41615 -3.93114 -1.45912 0.35
H -0.98104 2.40951 0.64109 0.12
H -2.69069 4.21088 0.34804 0.37
H 6.43261 -0.78170 0.48745 0.37
H 1.34054 2.45643 -1.41733 0.27
H -5.65654 0.88660 0.92384 0.35
H 3.45490 1.95421 -0.85945 0.33
H 0.39288 -0.19680 -0.24881 -0.46
H -2.66691 3.93093 -1.39228 0.40
H 6.00798 0.94594 2.27102 0.29
H -3.43098 1.56838 -0.96197 0.17
H -0.96968 2.44531 -2.40588 0.41
H 5.12088 0.19910 -1.28812 0.33
H -2.75167 1.57670 1.53050 0.16
H 4.76588 -1.32034 0.63999 0.24
H 0.95402 1.02443 -2.37098 0.30
H 3.46312 1.59226 0.86197 0.30

Of them, the most stable is #b and the least stable is #a.

#a
8
Properties=species:S:1:pos:R:3:mulliken_charge:R:1 method="wB97M-V/def2-TZVPD" homo_lumo_gap_ev="7.6 / 7.7" homo_ev="-11.25 / -11.32" e_lumo_ha="-0.1327 / -0.1323" multiplicity=1
F 2.48600 -1.12789 0.52244 -0.58
O 1.72897 -0.37088 3.37903 -0.42
O 1.23901 1.44475 2.35379 -0.47
N 1.23416 0.25997 2.46432 0.88
C 0.40305 -0.48789 1.63314 0.50
C -0.52339 -1.15985 0.99959 -0.58
H -0.07318 -1.49741 0.16735 0.36
H -1.53795 -1.09729 1.28326 0.30

#b
8
Properties=species:S:1:pos:R:3:mulliken_charge:R:1 method="wB97M-V/def2-TZVPD" homo_lumo_gap_ev="8.3 / 8.3" homo_ev="-9.21 / -9.21" e_lumo_ha="-0.0347 / -0.0346" multiplicity=1
F -0.77768 -1.76677 -1.30735 -0.23
O -0.24482 -0.86229 2.13671 -0.22
O 1.86339 -0.83878 -0.89589 -0.45
N -0.58896 -1.51543 1.24231 0.14
C 0.94115 -0.40557 -0.26261 -0.02
C -0.42884 -0.74155 -0.49517 0.13
H 1.10121 0.15332 0.68694 0.30
H -1.25995 -0.06002 -0.36838 0.35

Of them, the most stable is #b and the least stable is #a.